Computed, not measured: a cluster of 2 separate species, C2H4N2O6 in total in a non-equilibrium geometry, with the ωB97M-V functional and the def2-TZVPD basis.

XYZ file:
```
14
C2H4N2O6 | OMol25 | the ωB97M-V functional and the def2-TZVPD basis
C -0.62 0.70 -0.64
C 0.76 -0.29 0.76
N -1.49 -0.35 -0.37
N 1.89 0.01 -0.05
O -1.21 -1.48 -0.86
O 2.41 1.13 0.04
O -2.41 -0.12 0.41
O 2.19 -0.86 -0.87
O -0.92 1.82 0.00
O 0.39 -1.50 0.97
H 0.03 0.70 -1.41
H 0.61 0.33 1.55
H -1.87 1.97 0.25
H 0.25 -2.05 0.22
```

Properties
Molar mass (g mol⁻¹): 152.1
E_HOMO (spin up / spin down) (eV): -9.7870 / -9.7868
ΔE to the lowest compared entry with this formula, charge and spin (kcal per mole): 30.62
E_tot (Ha): -639.27774
Spin multiplicity: 1
Frontier orbital gap (spin up / spin down) (Eh): 0.290 / 0.290

---

Computed, not measured: a structure of composition C54H40Cl2KN8O2S3, with the ωB97M-V functional and the def2-TZVPD basis.

XYZ file:
```
110
C54H40Cl2KN8O2S3 | OMol25 | the ωB97M-V functional and the def2-TZVPD basis
K 2.33 1.41 -0.18
Cl 8.23 6.29 0.40
C 6.90 5.39 -0.27
C 6.06 4.69 0.58
C 4.98 3.94 0.11
N 4.21 3.14 0.96
C 4.09 3.47 2.23
O 4.41 4.51 2.85
C 3.43 2.39 3.11
C 3.14 2.73 4.44
C 2.63 1.77 5.29
C 2.43 0.48 4.80
C 2.74 0.24 3.47
N 3.21 1.16 2.64
C 4.73 3.92 -1.29
C 5.59 4.65 -2.13
C 6.66 5.36 -1.64
Cl 7.68 6.23 -2.76
N 3.72 3.10 -1.83
C 3.13 3.46 -2.95
O 3.19 4.51 -3.62
C 2.23 2.38 -3.57
C 1.64 2.65 -4.81
C 0.90 1.68 -5.44
C 0.74 0.44 -4.82
C 1.33 0.26 -3.58
N 2.06 1.20 -2.97
H 6.24 4.74 1.64
H 3.35 3.74 4.75
H 2.41 2.01 6.32
H 2.06 -0.32 5.43
H 2.59 -0.75 3.04
H 5.40 4.66 -3.19
H 1.81 3.63 -5.23
H 0.45 1.87 -6.41
H 0.17 -0.36 -5.28
H 1.22 -0.67 -3.03
N -0.22 1.12 0.34
S -1.65 1.07 0.46
N -2.45 -0.41 0.54
S -1.99 -1.62 -0.29
N -0.58 -1.96 -0.71
S 0.95 -2.15 0.03
N 1.96 -1.16 -0.18
C 0.49 -2.51 1.73
C -0.10 -1.46 2.43
C -0.40 -1.62 3.77
C -0.09 -2.81 4.42
C 0.55 -3.83 3.73
C 0.85 -3.69 2.39
C 1.26 -3.76 -0.73
C 0.47 -4.89 -0.55
C 0.79 -6.05 -1.24
C 1.88 -6.06 -2.11
C 2.65 -4.93 -2.28
C 2.35 -3.77 -1.58
C -2.76 -2.97 0.59
C -3.21 -2.80 1.89
C -3.74 -3.90 2.56
C -3.82 -5.13 1.92
C -3.38 -5.28 0.61
C -2.84 -4.19 -0.06
C -2.86 -1.60 -1.85
C -4.12 -1.01 -1.88
C -4.79 -0.93 -3.09
C -4.21 -1.43 -4.25
C -2.95 -2.02 -4.20
C -2.27 -2.10 -2.99
C -2.57 1.88 -0.86
C -3.61 2.78 -0.67
C -4.19 3.38 -1.78
C -3.72 3.10 -3.05
C -2.66 2.22 -3.23
C -2.07 1.62 -2.13
C -2.37 1.70 1.98
C -3.68 1.46 2.38
C -4.10 1.95 3.60
C -3.22 2.65 4.42
C -1.91 2.86 4.02
C -1.48 2.38 2.79
H -0.25 -0.52 1.92
H -0.85 -0.80 4.31
H -0.31 -2.92 5.47
H 0.83 -4.74 4.25
H 1.38 -4.47 1.86
H -0.38 -4.86 0.12
H 0.19 -6.94 -1.10
H 2.12 -6.97 -2.65
H 3.50 -4.94 -2.95
H 2.94 -2.86 -1.68
H -3.13 -1.83 2.36
H -4.08 -3.79 3.58
H -4.23 -5.98 2.45
H -3.45 -6.24 0.11
H -2.49 -4.29 -1.08
H -4.54 -0.59 -0.98
H -5.76 -0.45 -3.14
H -4.73 -1.36 -5.19
H -2.49 -2.40 -5.10
H -1.27 -2.52 -2.94
H -3.96 3.02 0.32
H -4.99 4.09 -1.64
H -4.17 3.58 -3.91
H -2.26 2.02 -4.21
H -1.20 0.98 -2.25
H -4.34 0.89 1.74
H -5.12 1.78 3.93
H -3.56 3.02 5.38
H -1.22 3.40 4.66
H -0.46 2.53 2.44
```

Properties
Charge: -1
Molar mass (g mol⁻¹): 1039.2
E_HOMO (eV): -2.9669
ΔE to the lowest compared entry with this formula, charge and spin (kcal per mole): 18.62
E_tot (Ha): -5385.02771
Spin multiplicity: 1
Frontier orbital gap (Eh): 0.152

---

Computed, not measured: a cluster of 2 separate species, C12H24N3O11P in total in a non-equilibrium geometry, with the ωB97M-V functional and the def2-TZVPD basis.

XYZ file:
```
51
C12H24N3O11P | OMol25 | the ωB97M-V functional and the def2-TZVPD basis
O -0.63 1.80 2.83
C -0.38 0.64 3.15
C 0.58 0.37 4.32
O 1.80 1.15 4.26
C 0.94 -1.13 4.43
O 1.70 -1.22 5.63
C 1.77 -1.66 3.24
O 0.97 -1.75 2.05
C 2.31 -3.06 3.54
O 2.94 -3.59 2.36
P 3.59 -5.06 2.59
O 4.79 -5.29 1.76
O 4.12 -5.26 4.05
O 2.53 -6.16 2.23
H -0.91 -0.17 2.67
H 0.04 0.64 5.23
H 1.59 2.07 4.00
H 0.02 -1.73 4.52
H 2.30 -0.45 5.65
H 2.61 -0.99 3.05
H 1.49 -2.24 1.38
H 3.03 -2.99 4.37
H 1.49 -3.71 3.86
H 5.00 -4.89 3.94
H 3.10 -6.94 2.18
C -2.94 2.75 -6.60
N -2.28 2.54 -5.31
C -2.92 2.28 -4.17
O -4.15 2.21 -4.11
C -2.09 2.08 -2.88
C -2.21 3.33 -1.99
C -1.42 3.25 -0.71
N -1.77 2.36 0.19
O -0.46 3.97 -0.51
N -0.67 1.79 -3.12
C -0.14 0.68 -3.63
C -1.03 -0.50 -3.98
O 1.06 0.61 -3.83
H -2.23 3.14 -7.33
H -3.35 1.81 -6.97
H -3.75 3.47 -6.48
H -1.27 2.59 -5.28
H -2.54 1.24 -2.35
H -3.26 3.49 -1.74
H -1.87 4.20 -2.55
H -2.58 1.79 0.06
H -1.25 2.37 1.06
H 0.00 2.50 -2.84
H -0.40 -1.31 -4.33
H -1.72 -0.23 -4.77
H -1.57 -0.82 -3.09
```

Properties
Molar mass (g mol⁻¹): 417.3
E_HOMO (eV): -9.5560
E_tot (Ha): -1805.06561
Spin multiplicity: 1
SMILES string: O=C[C@H](O)[C@H](O)[C@H](O)COP(=O)(O)O.CNC(=O)[C@H](CC(N)=O)NC(C)=O
Frontier orbital gap (Eh): 0.352

---

Computed, not measured: a structure of composition C29H47GeIrN6O2 in a non-equilibrium geometry, with the ωB97M-V functional and the def2-TZVPD basis.

XYZ file:
```
86
C29H47GeIrN6O2 | OMol25 | the ωB97M-V functional and the def2-TZVPD basis
Ir 0.52 0.07 0.49
C 1.83 1.63 3.84
C 1.99 2.47 2.56
C 0.70 2.98 1.96
N -0.10 2.05 1.15
C -1.34 2.49 0.77
C -1.81 3.75 1.12
C -3.12 4.31 0.89
C -4.28 3.67 0.66
C -4.46 2.24 0.44
C -3.49 1.36 0.07
C -2.10 1.52 0.00
N -1.29 0.65 -0.81
C -0.88 1.36 -2.06
C 0.41 0.88 -2.72
C 1.71 1.41 -2.12
N 2.07 0.66 -0.93
C 3.29 0.55 -0.50
C 4.38 1.27 -1.09
C 5.73 1.07 -1.02
C 6.45 0.11 -0.28
C 5.93 -0.70 0.69
C 4.61 -0.78 1.19
C 3.42 -0.21 0.77
N 2.26 -0.37 1.46
C 2.33 -0.68 2.89
C 1.37 0.18 3.70
H 1.14 2.15 4.50
H 2.79 1.63 4.36
H 2.59 1.97 1.80
H 2.56 3.36 2.83
H 0.91 3.86 1.33
H 0.06 3.34 2.78
H -1.14 4.41 1.64
H -3.19 5.39 1.03
H -5.18 4.27 0.62
H -5.48 1.88 0.45
H -3.86 0.38 -0.21
H -0.81 2.42 -1.83
H -1.70 1.25 -2.77
H 0.37 1.21 -3.76
H 0.45 -0.21 -2.74
H 1.60 2.47 -1.86
H 2.50 1.35 -2.88
H 4.08 2.08 -1.74
H 6.32 1.74 -1.62
H 7.52 0.04 -0.46
H 6.63 -1.35 1.19
H 4.52 -1.44 2.05
H 3.34 -0.49 3.26
H 2.14 -1.75 3.07
H 1.28 -0.25 4.70
H 0.37 0.13 3.26
C -1.67 -3.81 1.15
C -1.92 -2.61 2.03
O -0.79 -1.72 2.06
H -2.58 -4.40 1.05
H -0.90 -4.46 1.56
H -1.35 -3.49 0.15
H -2.19 -2.89 3.05
H -2.74 -2.00 1.64
H -0.03 -2.21 2.40
N 1.54 -3.87 -2.13
C 1.55 -3.04 -1.05
N 2.53 -3.25 -0.12
O 0.70 -2.16 -0.90
H 2.17 -4.65 -2.22
H 0.78 -3.77 -2.77
H 3.33 -3.82 -0.34
H 2.64 -2.52 0.56
C -4.11 0.53 -3.33
Ge -3.49 -1.00 -2.30
C -2.87 -2.41 -3.49
C -4.93 -1.74 -1.22
C -1.88 -0.68 -1.15
H -4.98 0.22 -3.91
H -3.35 0.87 -4.04
H -4.40 1.36 -2.70
H -3.71 -2.89 -4.01
H -2.35 -3.18 -2.91
H -2.19 -2.02 -4.24
H -5.89 -1.60 -1.71
H -5.00 -1.30 -0.22
H -4.77 -2.81 -1.10
H -1.09 -1.21 -1.67
H -2.04 -1.23 -0.23
```

Properties
Charge: +1
Molar mass (g mol⁻¹): 776.6
E_HOMO (spin up / spin down) (eV): -7.1259 / -10.2427
ΔE to the lowest compared entry with this formula, charge and spin (kcal per mole): 3.49
E_tot (Ha): -3793.09936
Spin multiplicity: 6
⟨S²⟩: 8.847
Frontier orbital gap (spin up / spin down) (Eh): 0.183 / 0.210

---

Computed, not measured: a structure of composition C13H32Br2Cl2NNaO4P in a non-equilibrium geometry, with the ωB97M-V functional and the def2-TZVPD basis.

XYZ file:
```
56
C13H32Br2Cl2NNaO4P | OMol25 | the ωB97M-V functional and the def2-TZVPD basis
C -0.74 1.00 -4.95
C -0.67 -0.16 -3.95
C 0.14 -1.35 -4.50
C -0.18 0.29 -2.56
P 1.71 0.56 -2.36
C 3.55 0.92 -2.21
C 3.96 2.40 -2.07
C 4.88 2.84 -3.21
Br 2.41 3.64 -2.07
H 0.23 1.45 -5.15
H -1.43 1.75 -4.56
H -1.13 0.61 -5.89
H -1.70 -0.51 -3.82
H -0.48 -1.91 -5.19
H 0.47 -1.98 -3.67
H 1.02 -1.00 -5.04
H -0.65 1.23 -2.27
H -0.48 -0.45 -1.79
H 1.43 1.14 -1.08
H 1.71 1.25 -3.61
H 1.94 -0.84 -2.34
H 3.99 0.57 -3.15
H 3.99 0.32 -1.41
H 4.51 2.52 -1.14
H 5.85 2.37 -3.10
H 4.97 3.95 -3.26
H 4.39 2.58 -4.15
C -2.07 -1.43 1.29
C -0.87 -2.02 2.01
C -0.74 -1.59 3.46
O -0.26 -0.28 3.54
C -1.26 0.73 3.82
N 0.38 -1.53 1.32
H -1.98 -0.35 1.17
H -2.18 -1.87 0.29
H -2.97 -1.65 1.86
H -0.89 -3.11 1.93
H 0.02 -2.23 3.95
H -1.68 -1.73 4.00
H -2.06 0.32 4.43
H -1.65 1.15 2.89
H -0.78 1.53 4.40
H 0.30 -1.54 0.30
H 1.21 -2.06 1.60
H 0.53 -0.56 1.64
C -4.86 -4.34 3.00
Cl -4.64 -2.74 3.69
Cl -3.49 -4.83 1.99
H -4.96 -5.06 3.81
H -5.75 -4.34 2.38
Br 5.03 5.37 -4.91
C -1.06 2.23 7.01
O -1.27 2.94 5.94
O -0.10 2.38 7.80
O -1.93 1.25 7.31
Na -3.71 2.16 6.61
```

Properties
Charge: -1
Molar mass (g mol⁻¹): 551.1
E_HOMO (eV): -3.3376
E_tot (Ha): -7442.19464
Spin multiplicity: 1
Frontier orbital gap (Eh): 0.140

---

Computed, not measured: a cluster of 2 separate species, C5H6O2 in total in a non-equilibrium geometry, with the ωB97M-V functional and the def2-TZVPD basis.

XYZ file:
```
13
C5H6O2 | OMol25 | the ωB97M-V functional and the def2-TZVPD basis
C -1.29 -0.80 -0.12
C -0.50 0.32 0.52
C 0.32 1.28 -0.25
C -0.76 1.88 0.07
H -1.40 -0.66 -1.19
H -2.28 -0.86 0.30
H -0.82 -1.77 0.04
H -0.29 0.16 1.59
H 1.27 1.31 -0.76
H -1.35 2.78 0.00
O 1.74 -1.87 0.66
C 2.33 -1.18 -0.06
O 3.03 -0.60 -0.78
```

Properties
Molar mass (g mol⁻¹): 98.1
E_HOMO (eV): -9.7289
ΔE to the lowest compared entry with this formula, charge and spin (kcal per mole): 46.89
E_tot (Ha): -344.52719
Spin multiplicity: 1
SMILES string: CC1C=C1.O=C=O
Frontier orbital gap (Eh): 0.382

---

Computed, not measured: an isolated molecule of C21H34N4OS, with the ωB97M-V functional and the def2-TZVPD basis.

XYZ file:
```
61
C21H34N4OS | OMol25 | the ωB97M-V functional and the def2-TZVPD basis
C -0.35 -5.97 -3.90
S -0.24 -7.05 -2.44
C -0.91 -5.93 -1.17
C 0.13 -4.92 -0.66
C 1.12 -5.66 0.22
N -0.62 -3.85 0.01
C -1.11 -2.83 -0.90
C -0.05 -1.80 -1.32
C 0.53 -1.10 -0.08
N 1.62 -0.17 -0.38
C 1.60 0.53 -1.65
C 0.56 1.66 -1.73
C 0.82 2.67 -0.62
C -0.30 3.71 -0.56
O -1.45 3.45 -0.82
N 0.11 4.93 -0.16
C -0.82 6.01 0.11
C -1.12 6.10 1.59
C -1.85 5.10 2.22
C -2.07 5.21 3.59
C -1.56 6.30 4.26
C -0.84 7.24 3.53
N -0.62 7.14 2.23
C 0.86 1.94 0.73
C 1.87 0.78 0.68
C 1.07 -2.20 0.84
C -0.04 -3.21 1.17
H 0.02 -6.54 -4.74
H -1.39 -5.70 -4.06
H 0.25 -5.08 -3.75
H -1.24 -6.56 -0.35
H -1.78 -5.43 -1.60
H 0.68 -4.51 -1.52
H 1.52 -6.50 -0.35
H 0.63 -6.05 1.11
H 1.95 -5.02 0.52
H -1.52 -3.31 -1.79
H -1.93 -2.31 -0.39
H 0.76 -2.30 -1.86
H -0.52 -1.08 -1.99
H -0.30 -0.59 0.43
H 2.60 0.96 -1.78
H 1.45 -0.18 -2.46
H -0.45 1.26 -1.61
H 0.62 2.15 -2.70
H 1.78 3.17 -0.79
H 1.06 5.07 0.15
H -1.73 5.77 -0.44
H -0.40 6.95 -0.23
H -2.24 4.27 1.65
H -2.64 4.45 4.11
H -1.71 6.43 5.32
H -0.42 8.12 4.01
H -0.14 1.55 0.95
H 1.13 2.63 1.53
H 2.87 1.19 0.52
H 1.87 0.26 1.64
H 1.90 -2.69 0.34
H 1.44 -1.78 1.78
H 0.34 -3.97 1.86
H -0.85 -2.69 1.68
```

Properties
Molar mass (g mol⁻¹): 390.6
E_HOMO (eV): -8.1593
ΔE to the lowest compared entry with this formula, charge and spin (kcal per mole): 4.12
E_tot (Ha): -1513.06880
Spin multiplicity: 1
SMILES string: CSC[C@H](C)N1CCC(N2CCC(C(=O)NCc3ccccn3)CC2)CC1
Frontier orbital gap (Eh): 0.327

---

Computed, not measured: a cluster of 2 separate species, C4H10O2 in total in a non-equilibrium geometry, with the ωB97M-V functional and the def2-TZVPD basis.

XYZ file:
```
16
C4H10O2 | OMol25 | the ωB97M-V functional and the def2-TZVPD basis
C -2.15 -0.77 -0.02
C -1.23 0.38 0.39
C 0.21 0.07 -0.09
O 0.44 -0.16 -1.40
C 1.33 0.89 0.45
O 2.61 -0.37 -0.38
H -3.21 -0.54 0.18
H -2.03 -0.97 -1.09
H -1.91 -1.69 0.53
H -1.60 1.31 -0.04
H -1.24 0.49 1.49
H 0.50 -0.81 0.55
H 1.72 -0.44 -1.15
H 1.40 0.94 1.54
H 1.81 1.69 -0.10
H 3.36 0.00 -0.89
```

Properties
Molar mass (g mol⁻¹): 90.1
E_HOMO (eV): -8.7924
ΔE to the lowest compared entry with this formula, charge and spin (kcal per mole): 87.61
E_tot (Ha): -308.75854
Spin multiplicity: 1
Frontier orbital gap (Eh): 0.312

---

Computed, not measured: a structure of composition C18H21AsAuN3O4S2 in a non-equilibrium geometry, with the ωB97M-V functional and the def2-TZVPD basis.

XYZ file:
```
50
C18H21AsAuN3O4S2 | OMol25 | the ωB97M-V functional and the def2-TZVPD basis
Au 1.21 0.93 0.41
N 3.82 4.46 0.18
C 3.37 3.23 0.47
S 2.16 3.08 1.68
N 3.92 2.23 -0.18
N 3.44 1.02 -0.01
C 4.06 -0.03 -0.42
C 3.62 -1.36 -0.18
C 4.35 -2.39 -0.80
C 4.08 -3.72 -0.56
C 3.06 -4.06 0.33
C 2.31 -3.09 0.93
C 2.54 -1.70 0.70
O 1.80 -0.86 1.33
H 3.54 5.24 0.75
H 4.58 4.55 -0.47
H 5.01 0.09 -0.93
H 5.14 -2.12 -1.48
H 4.66 -4.49 -1.04
H 2.86 -5.10 0.54
H 1.51 -3.34 1.61
C -0.97 5.03 -0.43
As -0.98 3.08 -0.36
C -1.45 2.62 1.46
C -2.35 2.60 -1.65
O 0.53 2.61 -0.82
H -1.98 5.42 -0.29
H -0.59 5.33 -1.41
H -0.31 5.42 0.34
H -2.36 3.14 1.77
H -0.61 2.92 2.10
H -1.59 1.54 1.54
H -3.17 3.32 -1.61
H -2.72 1.59 -1.48
H -1.87 2.63 -2.63
O -5.42 -4.50 1.42
C -5.14 -4.02 0.20
O -5.83 -4.29 -0.74
C -3.94 -3.15 0.07
C -3.39 -2.42 1.13
C -2.34 -1.55 0.91
C -1.83 -1.38 -0.38
S -0.71 -0.11 -0.83
C -2.35 -2.14 -1.43
C -3.40 -3.00 -1.21
H -4.76 -4.25 2.08
H -3.80 -2.49 2.13
H -1.93 -0.97 1.73
H -1.94 -2.01 -2.42
H -3.84 -3.56 -2.02
```

Properties
Molar mass (g mol⁻¹): 679.4
E_HOMO (spin up / spin down) (eV): -7.4058 / -7.4115
ΔE to the lowest compared entry with this formula, charge and spin (kcal per mole): 47.39
E_tot (Ha): -4331.48078
Spin multiplicity: 1
Frontier orbital gap (spin up / spin down) (Eh): 0.184 / 0.184

---

Computed, not measured: the ion C8H11N4O3 with charge -1 in a non-equilibrium geometry, with the ωB97M-V functional and the def2-TZVPD basis.

XYZ file:
```
26
C8H11N4O3 | OMol25 | the ωB97M-V functional and the def2-TZVPD basis
C 0.04 0.32 -2.19
N -0.52 0.98 -1.07
C 0.21 1.19 0.17
C -0.46 2.30 1.05
C -1.78 1.54 0.93
C -1.18 0.37 0.06
C -0.84 -1.01 0.43
N -1.60 -2.07 0.66
O -2.86 -2.22 0.37
C 0.55 -1.03 0.59
N 1.16 -2.67 0.47
O 1.72 -2.83 -0.82
C 1.24 0.18 0.46
N 2.44 0.50 0.87
O 3.02 1.63 0.82
H -0.41 -0.59 -2.32
H 0.02 0.94 -3.09
H 1.09 0.14 -1.96
H 0.17 2.34 1.97
H -0.72 3.26 0.57
H -2.65 2.00 0.55
H -1.98 1.24 1.98
H -0.96 -2.85 0.91
H 1.99 -2.67 1.22
H 1.33 -3.72 -1.17
H 2.97 -0.27 1.42
```

Properties
Charge: -1
Molar mass (g mol⁻¹): 211.2
E_HOMO (eV): -2.2207
ΔE to the lowest compared entry with this formula, charge and spin (kcal per mole): 216.39
E_tot (Ha): -755.85491
Spin multiplicity: 1
SMILES string: CN1[C@@]23CC[C@@]12/C(=[NH+]\[O-])C(NO)=C3N[O-]
Frontier orbital gap (Eh): 0.207